Molecular formula: C27H29Br3N3NaO3S2
Method: DFT, the ωB97M-V functional and the def2-TZVPD basis

Each line ends with the Mulliken charge.
Element x y z (Å)
Na (0.1712, 0.1093, -1.0980)  1.06
Br (-3.2733, -0.9946, -1.3868)  -0.06
C (-2.8426, -2.4835, -2.5402)  -0.61
Br (-0.9756, -2.6092, -2.9471)  -0.10
H (-3.3930, -2.3445, -3.4614)  0.39
H (-3.1470, -3.3890, -2.0314)  0.39
Br (0.3977, 1.2631, 5.7910)  -0.21
C (1.3671, -0.2442, 5.1698)  0.04
C (2.4009, -0.0655, 4.2603)  -0.28
C (3.0968, -1.1652, 3.7939)  -0.30
C (2.7539, -2.4377, 4.2430)  0.25
C (1.7593, -2.5953, 5.1939)  -0.26
C (1.0415, -1.4993, 5.6499)  -0.61
N (3.5077, -3.6266, 3.8962)  -0.54
N (3.7714, -3.9213, 2.7226)  -0.48
C (3.1564, -3.2716, 1.6153)  0.06
C (3.9771, -2.9668, 0.5525)  -0.37
C (3.5423, -2.2105, -0.5270)  -0.92
C (2.2192, -1.7381, -0.6249)  0.63
O (1.8172, -1.0229, -1.5950)  -0.93
C (1.2972, -2.1801, 0.4507)  0.16
N (-0.0084, -1.8197, 0.3485)  0.10
C (-0.8667, -2.2811, 1.2233)  -0.21
C (-0.5080, -3.1584, 2.2629)  -1.20
C (0.8063, -3.4899, 2.4120)  -0.67
C (1.7776, -2.9665, 1.5244)  0.62
H (2.6636, 0.9260, 3.9164)  0.46
H (3.8919, -1.0322, 3.0741)  0.41
H (1.5436, -3.5867, 5.5705)  0.38
H (0.2495, -1.6214, 6.3753)  0.44
H (5.0085, -3.2979, 0.6044)  0.38
H (4.2198, -1.9590, -1.3318)  0.43
H (-1.8982, -1.9613, 1.1077)  0.36
H (-1.2640, -3.5551, 2.9268)  0.42
H (1.1157, -4.1703, 3.1946)  0.80
C (-0.9294, 1.1483, -6.6204)  -1.15
C (-1.2009, 1.6790, -5.2256)  -0.43
S (-0.1172, 0.9202, -4.0007)  0.39
O (-0.7967, 1.1446, -2.6741)  -0.46
C (1.2795, 2.0624, -4.0267)  -0.64
C (1.0043, 3.3645, -3.2973)  -0.83
H (-1.6588, 1.5574, -7.3181)  0.39
H (-0.9965, 0.0615, -6.6489)  0.32
H (0.0611, 1.4330, -6.9759)  0.28
H (-2.1962, 1.4107, -4.8681)  0.37
H (-1.1066, 2.7652, -5.1713)  0.25
H (1.5486, 2.2013, -5.0764)  0.46
H (2.0920, 1.5081, -3.5534)  0.41
H (0.1161, 3.8722, -3.6745)  0.24
H (1.8547, 4.0348, -3.4204)  0.41
H (0.8641, 3.1799, -2.2333)  0.05
C (-0.1862, 3.0246, 2.4370)  -1.17
S (-0.4971, 1.5333, 1.5000)  0.81
O (0.5053, 1.5768, 0.3849)  -0.71
C (-2.0774, 1.9680, 0.8141)  0.48
C (-2.1733, 2.7608, -0.3172)  -0.22
C (-3.4308, 3.0345, -0.8313)  -0.58
C (-4.5649, 2.5193, -0.2197)  -0.46
C (-4.4536, 1.7140, 0.9061)  -0.63
C (-3.2000, 1.4246, 1.4233)  -0.54
H (-0.2158, 3.8787, 1.7607)  0.38
H (0.8003, 2.9157, 2.8817)  0.37
H (-0.9330, 3.1184, 3.2229)  0.40
H (-1.2772, 3.1125, -0.8095)  0.23
H (-3.5250, 3.6403, -1.7226)  0.40
H (-5.5416, 2.7322, -0.6333)  0.39
H (-5.3372, 1.2970, 1.3695)  0.38
H (-3.0874, 0.7735, 2.2820)  0.39

Values from the calculation:
Kohn-Sham gap, eV: 6.3391
HOMO, hartree: -0.2321
LUMO level, eV: 0.0
Spin multiplicity: 1
Total charge: 0

Molecular formula: C26H41ClN7O8Yb
Method: DFT, the ωB97M-V functional and the def2-TZVPD basis

Each line ends with the Löwdin spin population.
Element x y z (Å)
Yb (-1.0129, 1.4255, 0.9927)  1.00
O (-1.0363, -0.1240, 5.1681)  0.00
C (-0.6469, 0.2708, 3.9807)  0.00
O (-1.4167, 0.4998, 3.0624)  0.00
C (0.8590, 0.3639, 3.8874)  0.00
O (1.2927, 0.9626, 2.6867)  0.00
C (1.6575, 2.3695, 2.7204)  0.00
C (0.5483, 2.9181, 1.8563)  0.00
O (0.6286, 2.7030, 0.5939)  0.00
O (-0.5662, 3.1370, 2.3871)  0.00
H (-2.0030, -0.2200, 5.1748)  0.00
H (1.2220, -0.6621, 3.9095)  0.00
H (1.2440, 0.8706, 4.7695)  0.00
H (2.6370, 2.4871, 2.2709)  0.00
H (1.6285, 2.7697, 3.7290)  0.00
N (-3.0520, 2.8280, 0.8517)  0.00
C (-3.8440, 2.5256, -0.3746)  0.00
C (-4.4014, 3.7615, -1.0725)  0.00
C (-5.5698, 4.4456, -0.3716)  0.00
C (-6.3069, 5.4283, -1.2727)  0.00
N (-7.0375, 4.7672, -2.3707)  0.00
C (-6.6514, 4.6406, -3.6364)  0.00
N (-5.4972, 5.1504, -4.0585)  0.00
N (-7.4336, 3.9963, -4.5050)  0.00
C (-3.0202, 1.6644, -1.3408)  0.00
O (-3.4155, 1.4699, -2.4586)  0.00
O (-1.9055, 1.1871, -0.8165)  0.00
H (-3.6547, 2.9574, 1.6532)  0.00
H (-2.5757, 3.7170, 0.7422)  0.00
H (-4.6796, 1.8932, -0.0699)  0.00
H (-4.7000, 3.4188, -2.0635)  0.00
H (-3.5827, 4.4798, -1.2230)  0.00
H (-5.2470, 5.0025, 0.5125)  0.00
H (-6.2870, 3.6943, -0.0208)  0.00
H (-5.6279, 6.1685, -1.6956)  0.00
H (-7.0415, 6.0010, -0.7132)  0.00
H (-7.9225, 4.3500, -2.1324)  0.00
H (-4.8606, 5.6006, -3.4278)  0.00
H (-5.2005, 5.0368, -5.0129)  0.00
H (-8.3212, 3.6149, -4.2274)  0.00
H (-7.1632, 3.8801, -5.4664)  0.00
C (1.0049, -5.2255, 0.6116)  0.00
C (2.5331, -5.1942, 0.5230)  0.00
C (2.9775, -6.0217, -0.6915)  0.00
C (3.0938, -5.8503, 1.7950)  0.00
C (3.0330, -3.7279, 0.4053)  0.00
O (2.7565, -3.0115, 1.6192)  0.00
C (4.5402, -3.6788, 0.0621)  0.00
C (5.3230, -2.4154, 0.4537)  0.00
C (5.0666, -1.1650, -0.3560)  0.00
C (4.6013, -0.0157, 0.2699)  0.00
C (4.2997, 1.1378, -0.4481)  0.00
C (4.4770, 1.1396, -1.8185)  0.00
Cl (4.0854, 2.5639, -2.7291)  0.00
C (4.9741, 0.0203, -2.4708)  0.00
C (5.2706, -1.1188, -1.7357)  0.00
C (2.2521, -2.9761, -0.6978)  0.00
N (1.0534, -2.2359, -0.2792)  0.00
C (1.0110, -1.1438, 0.4548)  0.00
N (-0.2446, -0.7358, 0.5833)  0.00
C (-0.9472, -1.6766, -0.1306)  0.00
N (-0.2075, -2.6080, -0.6630)  0.00
H (0.6764, -6.2402, 0.8515)  0.00
H (0.5244, -4.9436, -0.3302)  0.00
H (0.6362, -4.5602, 1.3978)  0.00
H (2.5213, -7.0132, -0.6385)  0.00
H (4.0595, -6.1659, -0.7271)  0.00
H (2.6628, -5.5797, -1.6433)  0.00
H (2.8307, -6.9104, 1.7965)  0.00
H (2.6533, -5.4261, 2.7035)  0.00
H (4.1832, -5.7979, 1.8739)  0.00
H (3.2185, -3.4565, 2.3382)  0.00
H (4.6442, -3.8740, -1.0112)  0.00
H (5.0402, -4.5135, 0.5542)  0.00
H (6.3851, -2.6666, 0.4020)  0.00
H (5.1232, -2.1832, 1.5003)  0.00
H (4.4718, -0.0224, 1.3509)  0.00
H (3.9280, 2.0289, 0.0459)  0.00
H (5.1271, 0.0467, -3.5430)  0.00
H (5.6575, -1.9911, -2.2550)  0.00
H (1.9046, -3.6704, -1.4554)  0.00
H (2.8918, -2.2556, -1.1867)  0.00
H (1.8862, -0.6637, 0.8565)  0.00
H (-2.0160, -1.6531, -0.2568)  0.00

Values from the calculation:
Kohn-Sham gap (spin up / spin down), eV: 8.1624 / 8.0188
HOMO (spin up / spin down), hartree: -0.4559 / -0.4559
Energy above the lowest of the compared OMol25 structures with the same formula, charge and spin, kcal/mol: 0.0
LUMO level (spin up / spin down), eV: -4.2 / -4.4
⟨S²⟩: 0.751
Spin multiplicity: 2
Total charge: +2

Molecular formula: CH8N5
Method: DFT, the ωB97M-V functional and the def2-TZVPD basis

Each line ends with the Mulliken charge.
Element x y z (Å)
C (-0.2639, 0.5986, -1.2036)  -0.69
N (-1.9505, 1.2838, 0.3090)  -0.60
N (-0.8663, 1.5498, -0.5803)  0.07
N (0.9289, -0.3606, -0.1248)  -0.01
N (0.6360, -1.3613, 0.6108)  0.11
N (1.5305, -2.0843, 1.1567)  -0.38
H (0.4908, 1.0112, -1.7379)  0.40
H (-0.8983, -0.2733, -1.3826)  0.49
H (-1.8446, 0.2870, 0.5115)  0.27
H (1.7589, 0.0563, -0.2964)  0.21
H (-2.9403, 1.5302, -0.1492)  0.31
H (1.2486, -2.8000, 1.8392)  0.29
H (-0.3364, 2.3449, -0.2177)  0.27
H (2.5065, -1.7823, 1.2653)  0.26

Values from the calculation:
Kohn-Sham gap, eV: 9.7523
HOMO, hartree: -0.5067
Energy above the lowest of the compared OMol25 structures with the same formula, charge and spin, kcal/mol: 112.2
LUMO level, eV: -4.0
Spin multiplicity: 1
Total charge: +1

Listing max |F| for the structures above in their given order: 0.73 1.99 5.40 eV/A.
Listing calculated total energy for the structures above in their given order: -10116.94638 -3619.20029 -316.28736 Ha.